[1]
The following is a DFT calculation (wB97M-V/def2-TZVPD) of a single C4H8O2S molecule at a distorted geometry.

Values from the calculation:
HOMO-LUMO gap = 9.9445 eV
LUMO level = 0.9 eV
ΔE to the lowest compared entry with this formula, charge and spin = 2.559 eV

Last column: Löwdin charge in e.
Element x y z (Å)
C 0.153 -0.894 -1.968  -0.001
C 0.193 -0.274 -0.602  -0.543
O -0.954 0.349 -0.374  -0.153
C -0.975 1.355 0.696  -0.397
S -0.805 0.432 2.316  0.844
C 0.707 -0.489 1.751  -0.505
O 0.479 -1.072 0.558  -0.120
H 0.092 0.119 -2.590  0.131
H -0.857 -1.506 -2.217  0.141
H 1.070 -1.372 -2.177  0.057
H 0.888 0.516 -0.808  0.135
H -2.090 1.708 0.768  0.111
H -0.250 2.185 0.491  0.103
H 0.803 -1.280 2.525  0.097
H 1.545 0.224 1.631  0.100

[2]
The following is a DFT calculation (wB97M-V/def2-TZVPD) of a molecular structure, C4H8O2S at a distorted geometry.

Values from the calculation:
HOMO-LUMO gap (spin up / spin down) = 7.4525 / 8.5265 eV
LUMO level (spin up / spin down) = -0.4 / -0.3 eV
ΔE to the lowest compared entry with this formula, charge and spin = 7.744 eV

Last column: Löwdin charge in e.
Element x y z (Å)
C -2.049 -0.004 0.734  0.102
C -0.151 0.051 0.369  -0.355
C -0.033 -2.217 0.150  -0.106
C 1.728 1.706 -0.759  -0.209
O -0.799 2.521 -0.362  -0.521
O 0.589 -0.967 0.162  -0.174
S -0.101 1.418 -0.918  0.851
H -2.118 1.084 0.849  -0.028
H -2.214 -0.838 1.474  0.007
H -1.034 -2.149 -0.299  0.072
H -0.441 -2.524 1.166  0.105
H 0.671 -3.027 -0.421  0.153
H 2.156 2.411 -1.417  0.037
H 1.926 0.680 -1.014  0.021
H 1.871 1.856 0.287  0.045